# C45H29AsF6N11OTa

A molecular structure, C45H29AsF6N11OTa (wB97M-V/def2-TZVPD, the OMol25 dataset).

The geometry in XYZ format:
```
94
C45H29AsF6N11OTa, DFT wB97M-V/def2-TZVPD
Ta -1.63 -0.19 -0.17
C -7.55 2.27 -0.72
C -7.94 1.21 0.09
C -7.09 0.13 0.34
C -5.84 0.17 -0.25
C -4.70 -0.70 -0.13
N -3.64 -0.20 -0.85
C -4.10 0.94 -1.51
N -3.47 1.58 -2.46
C -2.27 1.25 -2.85
C -1.73 1.60 -4.15
C -2.27 2.31 -5.20
C -1.48 2.41 -6.36
C -0.23 1.81 -6.44
C 0.30 1.08 -5.37
C -0.47 1.00 -4.23
C -0.25 0.32 -2.97
N 0.84 -0.36 -2.70
C 0.96 -1.13 -1.64
N -0.02 -1.45 -0.73
C 0.51 -2.40 0.13
N -0.15 -3.11 1.00
C -1.47 -3.05 1.07
N -2.29 -2.06 0.58
C -3.61 -2.49 0.80
N -4.70 -1.83 0.54
C -3.60 -3.78 1.46
C -4.62 -4.61 1.85
C -4.25 -5.82 2.47
C -2.92 -6.15 2.67
C -1.88 -5.30 2.27
C -2.26 -4.12 1.66
C 1.91 -2.62 -0.19
C 2.85 -3.48 0.33
C 4.09 -3.52 -0.31
C 4.36 -2.75 -1.43
C 3.40 -1.88 -1.97
C 2.18 -1.83 -1.32
N -1.34 0.52 -2.13
C -5.45 1.23 -1.07
C -6.29 2.30 -1.34
H -8.24 3.09 -0.89
H -8.92 1.23 0.54
H -7.40 -0.69 0.97
H -3.24 2.78 -5.14
H -1.86 2.97 -7.21
H 0.34 1.91 -7.35
H 1.28 0.61 -5.44
H -5.66 -4.35 1.69
H -5.03 -6.50 2.79
H -2.68 -7.08 3.16
H -0.85 -5.56 2.43
H 2.63 -4.10 1.19
H 4.86 -4.19 0.07
H 5.33 -2.82 -1.90
H 3.60 -1.29 -2.85
H -5.99 3.11 -1.98
C 7.89 0.64 -0.45
C 6.92 1.18 0.55
C 5.96 0.38 1.16
C 5.09 0.86 2.13
C 5.19 2.19 2.52
N 4.40 2.75 3.56
C 3.32 2.23 4.21
O 3.08 2.44 5.37
N 2.42 1.42 3.46
C 1.98 1.64 2.17
C 2.38 2.71 1.36
C 1.79 2.86 0.12
C 0.80 1.98 -0.28
N 0.40 0.95 0.48
C 1.02 0.77 1.65
C 6.13 3.02 1.92
C 6.98 2.52 0.95
H 7.64 -0.39 -0.72
H 8.90 0.63 -0.03
H 7.92 1.25 -1.35
H 5.91 -0.67 0.90
H 4.41 0.18 2.62
H 4.87 3.44 4.12
H 1.74 1.03 4.09
H 3.12 3.41 1.70
H 2.07 3.68 -0.53
H 0.28 2.15 -1.21
H 0.71 -0.08 2.25
H 6.22 4.05 2.23
H 7.72 3.18 0.52
F -2.11 1.79 0.51
As -2.52 1.70 2.39
F -1.04 2.47 2.64
F -1.58 0.11 2.02
F -2.74 1.25 3.99
F -3.88 0.77 1.86
F -3.42 3.11 2.28
```

Values from the calculation:
energy above the lowest of the compared OMol25 structures with the same formula, charge and spin: 18.1 kJ/mol
LUMO energy (alpha / beta): -11.213 / -11.277 eV
spin multiplicity: 2
charge: +3
DFT total energy: -5301.21866 a.u.
highest occupied orbital energy (alpha / beta): -13.908 / -13.908 eV

# C21H24N2O5S

C21H24N2O5S in the gas phase (wB97M-V/def2-TZVPD, the OMol25 dataset).

The geometry in XYZ format:
```
53
C21H24N2O5S, DFT wB97M-V/def2-TZVPD
C -1.37 -3.69 -1.81
C -1.98 -2.55 -1.03
C -1.67 -1.20 -1.64
C -2.04 0.04 -0.82
O -1.28 0.99 -0.75
N -3.26 0.03 -0.26
C -3.69 1.07 0.66
C -5.10 1.47 0.39
C -6.28 0.96 0.83
C -7.30 1.72 0.21
C -6.66 2.64 -0.57
O -5.33 2.49 -0.47
S -1.38 -2.62 0.73
O -2.33 -1.90 1.53
O -1.17 -4.01 1.06
C 0.18 -1.75 0.76
C 1.30 -2.34 0.21
C 2.50 -1.64 0.13
C 2.53 -0.34 0.60
C 1.39 0.24 1.19
C 0.21 -0.46 1.28
C 1.69 1.65 1.59
C 3.19 1.80 1.29
N 3.59 0.56 0.61
C 4.80 0.36 0.01
O 5.05 -0.65 -0.63
C 5.79 1.47 0.16
C 6.23 2.15 -1.11
C 7.16 1.24 -0.40
H -0.32 -3.48 -2.03
H -1.89 -3.84 -2.75
H -1.42 -4.60 -1.23
H -3.05 -2.72 -0.91
H -2.20 -1.11 -2.60
H -0.60 -1.12 -1.85
H -3.77 -0.84 -0.20
H -3.60 0.69 1.69
H -3.01 1.91 0.51
H -6.41 0.15 1.52
H -8.36 1.61 0.32
H -7.02 3.41 -1.21
H 1.24 -3.36 -0.14
H 3.38 -2.09 -0.31
H -0.67 -0.05 1.72
H 1.08 2.33 1.00
H 1.47 1.82 2.65
H 3.76 1.91 2.21
H 3.38 2.65 0.64
H 5.70 2.07 1.05
H 6.41 3.22 -1.07
H 5.80 1.81 -2.04
H 7.34 0.27 -0.84
H 8.00 1.65 0.14
```

Values from the calculation:
energy above the lowest of the compared OMol25 structures with the same formula, charge and spin: 235.7 kJ/mol
LUMO energy: 0.643 eV
DFT total energy: -1698.51369 a.u.
highest occupied orbital energy: -8.560 eV

# C4H3I

C4H3I in the gas phase (wB97M-V/def2-TZVPD, the OMol25 dataset).

The geometry in XYZ format:
```
8
C4H3I, DFT wB97M-V/def2-TZVPD
C -0.64 -0.36 0.23
C 1.51 -1.10 -0.12
C 0.41 -0.40 -0.88
C 0.34 -0.72 0.90
I 3.25 0.06 -0.03
H -1.73 -0.32 0.68
H 0.52 0.54 -1.47
H 0.97 -0.20 1.63
```

Values from the calculation:
energy above the lowest of the compared OMol25 structures with the same formula, charge and spin: 404.2 kJ/mol
LUMO energy: -0.344 eV
DFT total energy: -451.66054 a.u.
highest occupied orbital energy: -8.005 eV

# C35H43F6NO2RuSSe

A molecular structure, C35H43F6NO2RuSSe (wB97M-V/def2-TZVPD, the OMol25 dataset).

The geometry in XYZ format:
```
90
C35H43F6NO2RuSSe, DFT wB97M-V/def2-TZVPD
Ru 1.22 -0.15 0.56
C -0.85 6.50 3.11
C -0.91 5.40 4.17
C -2.23 5.55 4.95
C 0.27 5.59 5.13
C -0.83 4.01 3.54
C -0.64 3.79 2.19
C -0.51 2.49 1.70
Se -0.44 2.14 -0.18
C 1.37 2.59 -0.64
C 1.89 3.85 -0.42
C 3.21 4.13 -0.74
C 3.97 3.08 -1.25
C 3.50 1.79 -1.44
C 2.13 1.54 -1.20
O 1.53 0.36 -1.46
C 4.52 0.73 -1.90
C 4.02 -0.72 -1.85
C 4.92 1.03 -3.35
C 5.76 0.78 -1.00
C 3.86 5.49 -0.48
C 4.56 6.00 -1.75
C 2.84 6.53 -0.04
C 4.90 5.33 0.64
C -0.55 1.35 2.52
O -0.39 0.14 2.03
C -0.83 1.57 3.90
C -0.94 2.87 4.35
C -1.06 0.38 4.83
C -2.29 -0.40 4.31
C -1.37 0.81 6.27
C 0.16 -0.55 4.89
H -0.94 7.48 3.59
H -1.66 6.41 2.38
H 0.10 6.48 2.56
H -2.31 6.56 5.36
H -2.29 4.84 5.77
H -3.08 5.38 4.29
H 0.24 6.58 5.59
H 1.22 5.48 4.60
H 0.25 4.85 5.93
H -0.62 4.61 1.49
H 1.25 4.61 0.02
H 5.01 3.27 -1.47
H 3.20 -0.92 -2.52
H 3.70 -1.00 -0.84
H 4.87 -1.37 -2.10
H 4.05 1.00 -4.01
H 5.65 0.30 -3.71
H 5.37 2.03 -3.43
H 5.51 0.47 0.02
H 6.20 1.78 -0.94
H 6.52 0.10 -1.40
H 3.84 6.10 -2.57
H 5.35 5.32 -2.08
H 5.01 6.97 -1.56
H 2.03 6.63 -0.77
H 3.33 7.51 0.05
H 2.40 6.29 0.93
H 5.69 4.64 0.34
H 4.43 4.93 1.54
H 5.36 6.29 0.88
H -1.12 3.03 5.41
H -3.17 0.24 4.29
H -2.49 -1.26 4.96
H -2.11 -0.77 3.30
H -2.29 1.38 6.34
H -0.56 1.40 6.69
H -1.49 -0.09 6.88
H 0.45 -0.88 3.89
H -0.10 -1.44 5.49
H 1.00 -0.05 5.36
F -1.21 -5.73 -1.89
C -1.49 -4.54 -1.30
F -2.59 -4.77 -0.54
F -1.85 -3.71 -2.27
C -0.33 -4.06 -0.47
C 0.48 -5.02 0.09
C 1.57 -4.68 0.89
C 1.80 -3.34 1.08
N 1.00 -2.40 0.57
C -0.09 -2.69 -0.20
S -0.98 -1.31 -0.66
H 0.27 -6.07 -0.11
H 2.22 -5.42 1.33
H 2.63 -2.98 1.68
F 3.37 -0.27 2.31
C 2.53 0.88 2.07
F 3.42 1.80 1.60
F 2.20 1.30 3.29
```

Values from the calculation:
energy above the lowest of the compared OMol25 structures with the same formula, charge and spin: 76.2 kJ/mol
LUMO energy (alpha / beta): 2.481 / 1.559 eV
spin multiplicity: 6
charge: -1
DFT total energy: -5058.47791 a.u.
highest occupied orbital energy (alpha / beta): -4.447 / -4.764 eV

# C2H9BN2O2PS

A gas-phase ion, C2H9BN2O2PS (charge +1) (wB97M-V/def2-TZVPD, the OMol25 dataset).

The geometry in XYZ format:
```
18
C2H9BN2O2PS, DFT wB97M-V/def2-TZVPD
H -1.70 2.55 -0.47
N -1.22 2.63 -1.38
C -0.75 1.46 -1.69
C -0.99 0.21 -0.72
N 0.29 -0.46 -0.30
P -0.14 -2.02 0.53
S -1.38 -1.72 2.02
B 1.16 0.34 0.66
O 2.52 -0.12 0.83
O 0.74 1.46 1.39
H -0.20 1.37 -2.66
H -1.67 0.50 0.13
H -1.57 -0.54 -1.35
H 0.81 -0.71 -1.16
H 1.10 -2.59 1.00
H -0.70 -2.84 -0.50
H 2.50 -0.91 1.40
H 1.19 1.36 2.26
```

Values from the calculation:
LUMO energy: -4.244 eV
charge: +1
DFT total energy: -1105.78359 a.u.
highest occupied orbital energy: -13.806 eV

# C4H13N2O

2 unconnected molecules or ions with the total composition C4H13N2O (wB97M-V/def2-TZVPD, the OMol25 dataset).

The geometry in XYZ format:
```
20
C4H13N2O, DFT wB97M-V/def2-TZVPD
C 1.08 0.73 -1.79
C -0.20 -0.07 -1.56
C -0.84 0.12 -0.20
C -1.76 -0.71 0.30
N -2.22 -0.84 1.58
N -0.13 1.01 0.77
H 1.75 0.77 -0.92
H 1.66 0.60 -2.69
H 0.76 1.79 -1.85
H 0.06 -1.13 -1.66
H -0.90 0.23 -2.35
H -2.15 -1.39 -0.45
H -1.61 -0.98 2.37
H -3.18 -1.08 1.75
H 0.03 1.90 0.30
H 0.82 0.62 0.93
H -0.54 1.25 1.67
H 2.02 -1.08 1.91
H 3.02 -1.16 0.77
O 2.33 -0.59 1.13
```

Values from the calculation:
energy above the lowest of the compared OMol25 structures with the same formula, charge and spin: 196.9 kJ/mol
LUMO energy: -3.308 eV
charge: +1
DFT total energy: -344.69183 a.u.
highest occupied orbital energy: -12.840 eV